# 1
{"formula": "C8H13N2O2", "method": "the ωB97M-V functional and the def2-TZVPD basis", "total_charge": 1, "spin_multiplicity": 1, "homo_ev": -14.83, "total_energy_ev": -15574.256, "orbital_gap_ev": 10.4, "smiles": "CC1(C)CC[C@]12OC(=O)NC2=[NH2+]", "symbols": ["C", "C", "C", "C", "C", "C", "C", "C", "N", "N", "O", "O", "H", "H", "H", "H", "H", "H", "H", "H", "H", "H", "H", "H", "H"], "coordinates": [[-1.073365, -1.278432, 0.076195], [-2.775505, 0.352781, 0.107565], [0.191768, -0.008569, -1.630181], [1.623253, 0.101323, -1.019853], [-0.525115, 0.091150, -0.311027], [0.850231, 0.509389, 0.268378], [0.846965, 2.033526, 0.382286], [1.334281, -0.032545, 1.592179], [-2.402307, -1.081557, 0.324311], [-0.488418, -2.443151, -0.145178], [-3.810697, 0.902480, 0.126818], [-1.676839, 0.990074, -0.200607], [0.113806, 0.888629, -2.140036], [-0.173008, -0.734661, -2.365926], [2.294369, -0.781586, -1.107650], [2.125688, 1.004010, -1.390644], [0.105911, 2.439232, 0.960357], [0.657164, 2.574222, -0.575889], [1.828093, 2.393735, 0.792412], [0.567860, 0.013436, 2.452027], [2.361355, 0.527456, 1.939466], [1.549566, -1.091702, 1.404539], [-3.156575, -1.731817, 0.492844], [0.468768, -2.375674, -0.147694], [-0.837241, -3.261742, 0.115318]], "forces_ev_per_angstrom": [[-3.421, 0.821, -0.762], [0.205, -0.484, -0.133], [0.242, -0.875, -1.602], [-0.765, -0.142, -0.155], [0.052, -1.051, 0.569], [0.692, 1.773, 1.564], [2.240, 0.695, -2.024], [1.075, 0.032, 1.673], [1.202, 1.178, -0.300], [-0.246, 5.167, -0.187], [-1.085, -1.105, 0.546], [3.157, -0.821, -0.261], [-0.791, 1.961, -0.914], [0.458, -0.341, 0.377], [-0.606, 0.513, 0.613], [0.186, -0.680, -0.164], [-1.924, 0.515, 2.022], [0.446, -0.637, 0.301], [-0.822, -0.423, -0.523], [1.150, 0.210, -1.329], [-2.654, -1.538, -0.893], [0.333, 0.019, 0.629], [0.219, -0.380, 0.047], [2.848, -0.173, -0.399], [-2.189, -4.237, 1.304]], "nbo_charge": [0.59, 0.90, -0.43, -0.41, 0.17, -0.04, -0.61, -0.62, -0.60, -0.67, -0.47, -0.44, 0.26, 0.24, 0.23, 0.24, 0.23, 0.22, 0.24, 0.23, 0.26, 0.19, 0.46, 0.42, 0.42]}

# 2
{"formula": "C4H8FNO2", "method": "the ωB97M-V functional and the def2-TZVPD basis", "spin_multiplicity": 1, "homo_ev": -9.65, "total_energy_ev": -12577.377, "orbital_gap_ev": 10.4, "smiles": "C[C@@]1(F)OC1=O.CN", "symbols": ["C", "C", "C", "C", "N", "O", "O", "F", "H", "H", "H", "H", "H", "H", "H", "H"], "coordinates": [[-1.796872, 0.543184, 0.136739], [-0.813610, -1.826899, 0.855951], [1.850287, 0.805825, -0.774739], [-0.954548, -0.549887, -0.145180], [0.769193, 1.208543, 0.185841], [-2.431047, -0.399246, -0.449982], [-2.080634, 1.616842, 0.602155], [-0.382073, -0.677311, -1.350729], [-0.146251, -1.498896, 1.636097], [-1.897632, -1.979562, 1.079796], [-0.386215, -2.666705, 0.150189], [1.285135, 0.724501, -1.652927], [2.692762, 1.596673, -0.844135], [2.407262, -0.118530, -0.524566], [0.698780, 2.163253, 0.013004], [1.185462, 1.058215, 1.082493]], "forces_ev_per_angstrom": [[-0.826, 3.470, 1.489], [0.013, 1.145, -3.957], [1.563, 1.351, 1.204], [-0.629, -3.728, 0.396], [2.557, -2.187, -0.303], [-1.653, -1.241, -0.818], [0.643, -0.939, -0.418], [0.637, 0.042, 0.372], [-0.021, -0.532, 0.531], [1.284, -0.281, 0.465], [-0.789, 1.478, 1.805], [0.257, -0.312, -1.798], [-1.363, -1.013, -0.144], [-0.870, 0.236, -0.021], [-0.654, 2.041, 0.254], [-0.151, 0.470, 0.942]], "nbo_charge": [0.71, -0.66, -0.43, 0.54, -0.83, -0.47, -0.55, -0.32, 0.23, 0.25, 0.24, 0.20, 0.17, 0.19, 0.37, 0.35]}

# 3
{"formula": "C48H43Ge2N7O5Pb", "method": "the ωB97M-V functional and the def2-TZVPD basis", "total_charge": 1, "spin_multiplicity": 2, "homo_ev": [-9.79, -9.79], "total_energy_ev": -189415.815, "orbital_gap_ev": [6.8, 4.2], "symbols": ["Pb", "O", "C", "C", "C", "C", "C", "C", "C", "O", "N", "N", "C", "C", "C", "C", "C", "C", "C", "O", "H", "H", "H", "H", "H", "H", "H", "H", "H", "H", "O", "C", "C", "C", "C", "C", "C", "C", "O", "N", "N", "C", "C", "C", "C", "C", "C", "N", "H", "H", "H", "H", "H", "H", "H", "H", "H", "H", "N", "C", "C", "C", "C", "C", "N", "C", "H", "H", "H", "H", "C", "Ge", "C", "C", "Ge", "C", "C", "C", "C", "C", "C", "C", "C", "C", "C", "C", "C", "H", "H", "H", "H", "H", "H", "H", "H", "H", "H", "H", "H", "H", "H", "H", "H", "H", "H", "H"], "coordinates": [[0.237800, 0.683000, 0.309900], [0.140500, -2.648400, -2.264100], [-0.632100, -3.663200, -1.778600], [-0.749900, -4.839800, -2.507300], [-1.472700, -5.902400, -1.999000], [-2.094700, -5.796100, -0.763900], [-2.006100, -4.624200, -0.039500], [-1.300000, -3.541800, -0.552400], [-1.237600, -2.241000, 0.119500], [-1.465100, -1.140700, -0.579000], [-0.984200, -2.185500, 1.376000], [-0.624400, -1.054900, 1.975100], [-0.800500, -0.944500, 3.252400], [-0.342700, 0.116500, 4.077400], [-0.679300, 0.044900, 5.442900], [-0.233200, 0.968500, 6.352300], [0.566900, 2.038900, 5.924500], [0.908600, 2.154300, 4.608600], [0.495900, 1.202600, 3.627500], [0.905900, 1.370300, 2.431100], [0.550500, -2.175200, -1.516500], [-0.249300, -4.913800, -3.459100], [-1.538900, -6.819900, -2.566400], [-2.654600, -6.625900, -0.365500], [-2.503200, -4.524800, 0.912300], [-1.329000, -1.751500, 3.763800], [-1.302000, -0.771200, 5.779800], [-0.485800, 0.875500, 7.395900], [0.917300, 2.768400, 6.641200], [1.526700, 2.966000, 4.254400], [5.706800, -1.356800, 0.014200], [5.055200, -2.353600, 0.617300], [5.818300, -3.380700, 1.181700], [5.208800, -4.452800, 1.792900], [3.819100, -4.525200, 1.873400], [3.053100, -3.515900, 1.337500], [3.645800, -2.423600, 0.691000], [2.772900, -1.392900, 0.133600], [1.529900, -1.554200, 0.034200], [3.377100, -0.277400, -0.319200], [2.627700, 0.738500, -0.644000], [3.028800, 1.717300, -1.371400], [2.169500, 2.842500, -1.653400], [2.666600, 3.947800, -2.355800], [1.832700, 5.022000, -2.599400], [0.513900, 4.958700, -2.164800], [0.093900, 3.811300, -1.509000], [0.891900, 2.788100, -1.251800], [5.052100, -0.685600, -0.287800], [6.893900, -3.300100, 1.128900], [5.816500, -5.234400, 2.222000], [3.348500, -5.366900, 2.357700], [1.976000, -3.531200, 1.411900], [4.025400, 1.707800, -1.809900], [3.692600, 3.948700, -2.686800], [2.193100, 5.890900, -3.127500], [-0.173600, 5.772300, -2.340300], [-0.925900, 3.687000, -1.172800], [-4.647100, 0.162000, 4.304000], [-3.957300, 0.947700, 3.838200], [-3.094300, 1.874600, 3.211500], [-2.788400, 3.119200, 3.758800], [-1.914300, 3.940400, 3.068900], [-1.362100, 3.481900, 1.882000], [-1.651300, 2.296600, 1.359400], [-2.507900, 1.520500, 1.997200], [-3.225100, 3.428100, 4.694800], [-1.655800, 4.915200, 3.452500], [-0.644100, 4.076700, 1.335800], [-2.740300, 0.573800, 1.535200], [-0.697900, -2.303800, -5.196600], [-1.522300, -0.697300, -4.378600], [-3.117600, -0.195800, -5.466600], [-0.230100, 0.830800, -4.273500], [-2.666300, -0.987200, -2.137100], [-3.904400, -2.516700, -1.783100], [-4.286400, -3.347500, -2.828300], [-5.158500, -4.400800, -2.609600], [-5.672400, -4.621900, -1.343700], [-5.287900, -3.808100, -0.291900], [-4.397200, -2.774000, -0.510000], [-3.458700, 0.731800, -1.452000], [-4.464200, 0.715700, -0.492000], [-4.980100, 1.890700, 0.029200], [-4.491100, 3.109700, -0.407400], [-3.499600, 3.143700, -1.373700], [-2.991300, 1.965300, -1.895100], [-0.429400, -2.057200, -6.220700], [-1.399600, -3.132600, -5.208800], [0.197000, -2.594900, -4.660900], [-2.836000, 0.152200, -6.456400], [-3.686300, 0.588900, -4.975000], [-3.765000, -1.061400, -5.588900], [0.679800, 0.581800, -4.812200], [0.037600, 1.063900, -3.246600], [-0.672400, 1.712700, -4.731900], [-3.886400, -3.174300, -3.820700], [-5.438300, -5.049500, -3.427200], [-6.360900, -5.435300, -1.171900], [-5.675300, -3.979800, 0.700900], [-4.059100, -2.181700, 0.329600], [-4.870700, -0.229200, -0.155500], [-5.761500, 1.847800, 0.776000], [-4.895200, 4.028300, -0.007200], [-3.126200, 4.097900, -1.719800], [-2.238800, 2.005900, -2.674400]], "forces_ev_per_angstrom": [[0.305, -0.265, -1.117], [0.036, -0.160, -0.014], [-0.082, -0.097, 0.164], [0.132, 0.159, -0.082], [-0.031, 0.177, -0.036], [-0.087, -0.058, 0.195], [0.168, -0.065, -0.038], [0.373, -0.042, -0.258], [-0.311, 0.640, -0.457], [-0.446, -0.240, -0.455], [-0.048, -0.991, 1.645], [0.174, 0.583, -0.748], [-0.422, -0.894, 0.363], [-0.143, -0.392, -0.078], [-0.073, -0.002, 0.107], [-0.310, -0.405, -0.051], [0.441, 0.472, -0.630], [0.144, 0.419, 0.629], [0.573, 0.495, -0.934], [-0.153, -0.217, 1.330], [0.254, 0.007, 0.012], [0.147, -0.016, -0.089], [-0.029, -0.031, -0.018], [-0.076, -0.121, 0.047], [-0.026, 0.017, 0.103], [0.028, -0.028, -0.039], [-0.033, -0.098, -0.034], [-0.084, -0.056, 0.106], [0.020, 0.034, 0.004], [0.059, 0.043, -0.015], [0.482, -0.041, 0.051], [-0.276, -0.034, -0.029], [0.009, 0.089, -0.051], [-0.074, 0.175, -0.061], [-0.130, -0.098, 0.086], [0.150, 0.052, -0.084], [0.222, -0.168, 0.160], [0.213, 0.999, -0.706], [-1.047, -0.027, 0.191], [2.018, -0.764, 0.111], [-1.772, 0.869, -0.035], [0.834, -0.985, 0.181], [-0.302, 0.672, -0.342], [-0.133, -0.241, 0.207], [-0.228, -0.151, 0.071], [0.020, -0.039, -0.028], [-0.013, 0.324, -0.087], [0.334, -0.002, 0.032], [-0.247, -0.053, 0.068], [0.061, -0.003, -0.049], [0.061, -0.095, 0.038], [-0.050, -0.051, 0.059], [-0.119, -0.071, -0.051], [0.073, 0.004, 0.080], [0.128, 0.021, -0.021], [0.059, 0.081, -0.043], [-0.045, 0.028, -0.013], [-0.132, 0.121, 0.038], [-0.304, -0.405, 0.270], [-0.212, -0.126, 0.119], [0.550, 0.639, -0.412], [-0.030, -0.180, -0.153], [0.046, 0.001, -0.063], [-0.061, 0.235, 0.289], [-0.183, 0.182, -0.059], [-0.186, 0.016, 0.181], [-0.059, 0.022, 0.119], [0.039, 0.059, 0.006], [0.082, 0.136, -0.040], [-0.025, -0.155, -0.001], [-0.210, 0.472, 0.362], [-0.113, 0.050, -0.229], [0.374, -0.133, 0.396], [-0.442, -0.517, 0.074], [-0.236, 0.005, 0.568], [0.529, 0.746, -0.321], [0.177, 0.171, -0.142], [-0.078, -0.107, -0.074], [-0.029, -0.059, -0.034], [-0.024, 0.053, 0.088], [-0.073, 0.203, 0.077], [0.300, -0.726, -0.376], [-0.168, -0.261, 0.005], [-0.060, -0.030, 0.054], [-0.039, 0.070, 0.000], [-0.022, 0.160, 0.018], [0.119, -0.134, -0.178], [-0.062, 0.094, -0.135], [-0.083, -0.086, 0.008], [0.057, -0.014, 0.091], [0.156, 0.038, -0.081], [-0.077, 0.112, 0.045], [-0.055, -0.083, 0.016], [0.061, -0.102, -0.069], [0.043, 0.032, 0.123], [-0.072, 0.059, -0.006], [-0.032, -0.060, -0.076], [-0.021, -0.020, -0.059], [-0.067, -0.072, -0.001], [-0.029, -0.050, 0.106], [-0.045, 0.074, 0.140], [-0.045, 0.001, 0.031], [-0.059, 0.016, 0.012], [-0.010, 0.085, 0.016], [-0.012, 0.055, -0.092], [0.095, 0.055, 0.006]], "mulliken_spin": [-0.02, 0.01, 0.01, -0.01, 0.01, -0.01, 0.02, 0.01, 0.03, 0.02, 0.12, 0.16, -0.06, 0.15, -0.13, 0.19, -0.03, 0.11, 0.11, 0.26, 0.00, 0.00, 0.00, 0.00, 0.00, 0.01, 0.00, 0.00, 0.00, 0.00, 0.00, 0.00, 0.00, 0.00, 0.00, 0.00, 0.00, -0.01, 0.03, 0.01, 0.01, 0.00, 0.00, 0.00, 0.00, 0.00, 0.00, 0.00, 0.00, 0.00, 0.00, 0.00, 0.00, 0.00, 0.00, 0.00, 0.00, 0.00, 0.00, -0.01, -0.03, 0.01, -0.01, 0.01, -0.01, 0.06, 0.00, 0.00, 0.00, -0.01, 0.00, 0.00, 0.00, 0.00, 0.00, 0.00, 0.00, 0.00, 0.00, 0.00, 0.00, 0.00, 0.00, 0.00, 0.00, 0.00, 0.00, 0.00, 0.00, 0.00, 0.00, 0.00, 0.00, 0.00, 0.00, 0.00, 0.00, 0.00, 0.00, 0.00, 0.00, 0.00, 0.00, 0.00, 0.00, 0.00]}

What did the first record say?
{"formula": "C8H13N2O2", "method": "the ωB97M-V functional and the def2-TZVPD basis", "total_charge": 1, "spin_multiplicity": 1, "homo_ev": -14.83, "total_energy_ev": -15574.256, "orbital_gap_ev": 10.4, "smiles": "CC1(C)CC[C@]12OC(=O)NC2=[NH2+]", "symbols": ["C", "C", "C", "C", "C", "C", "C", "C", "N", "N", "O", "O", "H", "H", "H", "H", "H", "H", "H", "H", "H", "H", "H", "H", "H"], "coordinates": [[-1.073365, -1.278432, 0.076195], [-2.775505, 0.352781, 0.107565], [0.191768, -0.008569, -1.630181], [1.623253, 0.101323, -1.019853], [-0.525115, 0.091150, -0.311027], [0.850231, 0.509389, 0.268378], [0.846965, 2.033526, 0.382286], [1.334281, -0.032545, 1.592179], [-2.402307, -1.081557, 0.324311], [-0.488418, -2.443151, -0.145178], [-3.810697, 0.902480, 0.126818], [-1.676839, 0.990074, -0.200607], [0.113806, 0.888629, -2.140036], [-0.173008, -0.734661, -2.365926], [2.294369, -0.781586, -1.107650], [2.125688, 1.004010, -1.390644], [0.105911, 2.439232, 0.960357], [0.657164, 2.574222, -0.575889], [1.828093, 2.393735, 0.792412], [0.567860, 0.013436, 2.452027], [2.361355, 0.527456, 1.939466], [1.549566, -1.091702, 1.404539], [-3.156575, -1.731817, 0.492844], [0.468768, -2.375674, -0.147694], [-0.837241, -3.261742, 0.115318]], "forces_ev_per_angstrom": [[-3.421, 0.821, -0.762], [0.205, -0.484, -0.133], [0.242, -0.875, -1.602], [-0.765, -0.142, -0.155], [0.052, -1.051, 0.569], [0.692, 1.773, 1.564], [2.240, 0.695, -2.024], [1.075, 0.032, 1.673], [1.202, 1.178, -0.300], [-0.246, 5.167, -0.187], [-1.085, -1.105, 0.546], [3.157, -0.821, -0.261], [-0.791, 1.961, -0.914], [0.458, -0.341, 0.377], [-0.606, 0.513, 0.613], [0.186, -0.680, -0.164], [-1.924, 0.515, 2.022], [0.446, -0.637, 0.301], [-0.822, -0.423, -0.523], [1.150, 0.210, -1.329], [-2.654, -1.538, -0.893], [0.333, 0.019, 0.629], [0.219, -0.380, 0.047], [2.848, -0.173, -0.399], [-2.189, -4.237, 1.304]], "nbo_charge": [0.59, 0.90, -0.43, -0.41, 0.17, -0.04, -0.61, -0.62, -0.60, -0.67, -0.47, -0.44, 0.26, 0.24, 0.23, 0.24, 0.23, 0.22, 0.24, 0.23, 0.26, 0.19, 0.46, 0.42, 0.42]}

What is the formula in the second record?
C4H8FNO2